{"formula": "C8H8S", "method": "ωB97M-V with the def2-TZVPD basis set", "relative_energy_kj_mol": 283.2, "multiplicity": 3, "max_force_ev_per_a": 4.88, "elements": ["C", "C", "C", "C", "C", "C", "C", "C", "S", "H", "H", "H", "H", "H", "H", "H", "H"], "xyz": [[0.978094, -1.731798, 0.731747], [2.322906, -1.641468, 0.400027], [0.288218, -0.755347, 0.060294], [1.039287, 0.184284, -0.621336], [-0.140421, 0.877353, -1.128247], [-0.321486, 1.950967, -1.930855], [-0.963043, -0.075725, -0.288666], [-1.726614, 0.483414, 1.518348], [2.654014, -0.325002, -0.731906], [0.804899, -2.440811, 1.429136], [3.023626, -2.384790, 0.821820], [-1.237223, 2.462302, -2.024580], [0.381516, 2.302011, -2.551539], [-1.788770, -0.543344, -0.763265], [-0.854960, 0.108477, 2.071559], [-2.688071, -0.087179, 1.597934], [-1.771974, 1.616657, 1.409529]], "forces_ev_per_a": [[0.00, 2.45, -2.05], [1.03, -0.67, 0.51], [-2.01, -3.45, 2.81], [-0.14, 2.38, -2.94], [2.44, -0.88, 1.73], [-2.06, -0.66, 1.17], [-2.02, 1.41, 3.26], [1.24, 0.08, -3.70], [2.03, 0.48, -0.64], [-1.71, -2.14, 1.89], [0.02, 0.95, -0.74], [-1.21, 0.22, 0.09], [2.89, 1.11, -1.90], [-0.59, -0.67, -0.29], [-0.80, 0.32, 0.25], [1.07, 0.78, 0.11], [-0.18, -1.72, 0.44]], "lowdin_spin": [0.072, 0.487, 0.287, 0.332, 0.104, 0.392, 0.028, 0.028, 0.179, -0.005, 0.026, 0.029, 0.032, 0.003, 0.001, 0.001, 0.004]}